Entry 1:
The following is a quantum chemistry calculation of C4H4N4 as an isolated structure in a non-equilibrium geometry, from OMol25.

Geometry (Å):
C -0.275 0.665 1.500
C 0.568 0.534 -0.343
C -0.614 -1.468 -1.436
C -0.437 -0.059 0.173
H -0.979 1.701 2.174
H -0.034 -0.484 2.258
H 1.195 2.121 0.607
H -0.859 -2.383 -2.164
N 0.994 1.120 0.834
N 1.232 0.092 -1.396
N 0.491 -0.936 -1.899
N -1.282 -0.904 -0.307

## Properties
Strongest force on any atom   9.7 eV/A
Total energy   -10166.38824 eV
Gap between HOMO and LUMO   8.90 eV
Spin multiplicity   1
Energy relative to the best compared isomer or geometry (same formula, charge and spin)   622.3 kJ/mol
HOMO level   -9.41 eV
LUMO energy   -0.0188 Eh

Entry 2:
The following is a quantum chemistry calculation of a 2-piece molecular cluster, CH2I2S overall in a non-equilibrium geometry, from OMol25.

Geometry (Å):
C 0.392 0.145 -0.783
S 0.342 -0.299 0.907
I -0.837 1.275 3.721
I -1.267 0.678 -1.856
H 1.416 0.584 -0.942
H -1.043 -0.748 0.904

## Properties
Strongest force on any atom   2.9 eV/A
Total energy   -28103.46133 eV
Gap between HOMO and LUMO (alpha / beta)   5.26 / 8.62 eV
Spin multiplicity   1
Energy relative to the best compared isomer or geometry (same formula, charge and spin)   193.3 kJ/mol
HOMO level (alpha / beta)   -8.04 / -9.58 eV
LUMO energy (alpha / beta)   -0.1022 / -0.0352 Eh

Entry 3:
The following is a quantum chemistry calculation of an isolated molecule of C5H6O2 in a non-equilibrium geometry, from OMol25.

Geometry (Å):
O -0.926 2.226 1.233
C -0.433 1.139 0.810
C 0.816 0.640 -0.098
C -0.102 0.119 -1.344
O -1.244 -0.270 -0.834
C -0.933 -0.398 0.621
C 0.456 -0.772 0.760
H 2.002 0.813 -0.373
H 0.635 -0.546 -1.794
H -0.347 0.636 -2.341
H -1.478 -1.155 1.461
H 0.882 -1.624 0.174
H 0.672 -0.810 1.724

## Properties
Strongest force on any atom   7.1 eV/A
Total energy   -9371.71726 eV
Gap between HOMO and LUMO   9.86 eV
Structure (SMILES)   O=C1[C@@H]2CO[C@H]1C2
Spin multiplicity   1
Energy relative to the best compared isomer or geometry (same formula, charge and spin)   518.9 kJ/mol
HOMO level   -9.13 eV
LUMO energy   0.0267 Eh